Entry 1:
{"formula": "C39H63BaOP4Si", "method": "ωB97M-V/def2-TZVPD", "e_above_lowest_kj_mol": 261.47, "homo_ev": -8.36, "fmax_ev_per_a": 4.97, "gap_ha": 0.2137, "total_charge": 1, "e_tot_ev": -89235.5291, "species": ["Ba", "C", "C", "C", "P", "C", "C", "C", "C", "C", "C", "C", "C", "C", "Si", "C", "C", "C", "C", "C", "C", "P", "C", "C", "C", "C", "C", "C", "C", "C", "C", "C", "C", "C", "P", "C", "C", "C", "C", "C", "C", "H", "H", "H", "H", "H", "H", "H", "H", "H", "H", "H", "H", "H", "H", "H", "H", "H", "H", "H", "H", "H", "H", "H", "H", "H", "H", "H", "H", "H", "H", "H", "H", "H", "H", "H", "H", "H", "H", "H", "H", "H", "H", "H", "H", "H", "H", "H", "H", "H", "H", "H", "H", "H", "H", "C", "P", "C", "C", "O", "H", "H", "H", "H", "H", "H", "H", "H", "H"], "positions_angstrom": [[0.18, -0.30, -1.84], [-1.94, -5.74, 0.94], [-1.19, -4.89, -0.09], [0.31, -5.10, 0.10], [-1.42, -3.01, -0.18], [-3.11, -2.81, -1.02], [-3.66, -1.43, -0.66], [-4.20, -3.87, -0.86], [-1.73, -2.40, 1.53], [-2.73, -3.04, 2.26], [-3.03, -2.68, 3.56], [-2.34, -1.63, 4.14], [-1.39, -0.95, 3.39], [-1.03, -1.31, 2.09], [0.26, -0.16, 1.17], [2.04, -0.44, 1.95], [2.13, -0.71, 3.31], [3.27, -0.47, 4.06], [4.38, 0.09, 3.45], [4.38, 0.21, 2.07], [3.25, -0.09, 1.31], [3.45, -0.42, -0.48], [4.65, 0.79, -1.28], [3.95, 2.14, -1.23], [6.13, 0.94, -0.93], [4.36, -2.07, -0.36], [5.55, -2.21, 0.58], [3.28, -3.08, 0.02], [-0.15, 1.56, 2.03], [0.34, 1.76, 3.32], [0.03, 2.86, 4.10], [-0.77, 3.86, 3.57], [-1.19, 3.74, 2.26], [-0.92, 2.60, 1.50], [-1.49, 2.62, -0.24], [-3.28, 3.26, -0.21], [-3.75, 4.52, 0.51], [-4.11, 2.08, 0.31], [-0.38, 4.00, -0.95], [-0.97, 5.40, -1.10], [0.94, 4.07, -0.18], [-1.63, -6.78, 0.82], [-3.01, -5.72, 0.81], [-1.68, -5.44, 1.95], [-1.47, -5.23, -1.10], [0.63, -4.64, 1.03], [0.87, -4.66, -0.72], [0.55, -6.16, 0.14], [-2.83, -2.81, -2.09], [-4.03, -1.43, 0.36], [-4.48, -1.16, -1.32], [-2.87, -0.68, -0.73], [-4.57, -3.90, 0.15], [-3.85, -4.85, -1.15], [-5.04, -3.61, -1.51], [-3.30, -3.83, 1.81], [-3.80, -3.20, 4.11], [-2.55, -1.32, 5.15], [-0.91, -0.10, 3.85], [1.26, -1.14, 3.81], [3.28, -0.68, 5.12], [5.25, 0.37, 4.03], [5.28, 0.54, 1.57], [4.62, 0.42, -2.32], [3.84, 2.47, -0.20], [2.96, 2.06, -1.68], [4.52, 2.89, -1.78], [6.28, 1.37, 0.06], [6.57, 1.64, -1.65], [6.67, 0.01, -1.01], [4.69, -2.26, -1.40], [5.26, -2.02, 1.61], [6.37, -1.53, 0.31], [5.93, -3.23, 0.52], [2.91, -2.85, 1.02], [3.68, -4.09, 0.02], [2.44, -3.02, -0.67], [1.01, 1.04, 3.75], [0.41, 2.94, 5.10], [-1.03, 4.73, 4.15], [-1.73, 4.56, 1.82], [-3.49, 3.39, -1.28], [-3.79, 4.36, 1.58], [-4.77, 4.75, 0.18], [-3.14, 5.39, 0.29], [-3.85, 1.87, 1.34], [-3.94, 1.18, -0.28], [-5.17, 2.32, 0.27], [-0.16, 3.63, -1.97], [-1.11, 5.86, -0.13], [-1.91, 5.38, -1.64], [-0.28, 6.02, -1.66], [0.79, 4.57, 0.77], [1.67, 4.63, -0.76], [1.33, 3.07, 0.01], [-1.71, -1.08, -4.89], [-0.78, 0.49, -4.80], [-0.18, 0.84, -6.48], [-1.98, 1.78, -4.37], [0.35, 0.43, -3.85], [-2.31, -1.11, -5.80], [-2.39, -1.17, -4.04], [-1.02, -1.92, -4.89], [-1.00, 0.94, -7.19], [0.48, 0.04, -6.80], [0.39, 1.77, -6.46], [-2.83, 1.75, -5.05], [-1.50, 2.75, -4.44], [-2.34, 1.64, -3.35]], "lowdin_charge": [1.42, -0.12, -0.54, -0.15, 1.02, -0.56, -0.15, -0.11, -0.39, -0.12, -0.07, -0.06, -0.11, -0.29, 0.53, -0.32, -0.14, -0.07, -0.07, -0.11, -0.39, 1.01, -0.55, -0.15, -0.11, -0.53, -0.10, -0.15, -0.30, -0.12, -0.06, -0.07, -0.11, -0.41, 1.03, -0.54, -0.12, -0.14, -0.54, -0.12, -0.12, 0.08, 0.06, 0.08, 0.10, 0.08, 0.05, 0.08, 0.07, 0.09, 0.08, 0.02, 0.07, 0.07, 0.08, 0.07, 0.11, 0.11, 0.08, 0.10, 0.11, 0.11, 0.08, 0.10, 0.08, 0.05, 0.08, 0.07, 0.08, 0.06, 0.11, 0.07, 0.06, 0.08, 0.07, 0.09, 0.04, 0.07, 0.11, 0.11, 0.08, 0.09, 0.08, 0.09, 0.05, 0.08, 0.03, 0.08, 0.07, 0.07, 0.07, 0.08, 0.08, 0.08, 0.05, -0.15, 0.53, -0.14, -0.15, -0.82, 0.07, 0.04, 0.07, 0.06, 0.07, 0.07, 0.07, 0.07, 0.04]}



Entry 2:
{"formula": "C39H63Br2IN4O7P2S", "method": "ωB97M-V/def2-TZVPD", "homo_ev": -7.87, "fmax_ev_per_a": 3.47, "gap_ha": 0.2801, "total_charge": 0, "smiles": "C=CCc1c(P(O)Br)cc(C[C@H](C)I)c2c1Nc1c(CCCCCCCCC)c([C@H](Br)CC)cc(P(=O)(O)O)c1S2.CN(C)C=O.CN(C)C=O.CN(C)C=O", "e_tot_ev": -239354.2615, "species": ["C", "C", "C", "C", "C", "P", "O", "Br", "C", "C", "C", "C", "C", "I", "C", "C", "N", "C", "C", "C", "C", "C", "C", "C", "C", "C", "C", "C", "C", "C", "Br", "C", "C", "C", "C", "P", "O", "O", "O", "C", "S", "H", "H", "H", "H", "H", "H", "H", "H", "H", "H", "H", "H", "H", "H", "H", "H", "H", "H", "H", "H", "H", "H", "H", "H", "H", "H", "H", "H", "H", "H", "H", "H", "H", "H", "H", "H", "H", "H", "H", "H", "H", "H", "C", "O", "N", "C", "C", "H", "H", "H", "H", "H", "H", "H", "C", "O", "N", "C", "C", "H", "H", "H", "H", "H", "H", "H", "C", "O", "N", "C", "C", "H", "H", "H", "H", "H", "H", "H"], "positions_angstrom": [[1.35, 3.27, 2.12], [2.32, 2.26, 2.00], [1.90, 0.95, 1.22], [2.58, 1.01, -0.19], [4.06, 0.95, -0.27], [5.21, 0.81, 1.19], [4.46, 0.00, 2.47], [6.77, -0.70, 0.48], [4.72, 1.01, -1.59], [3.95, 1.16, -2.82], [4.63, 1.22, -4.21], [5.24, -0.18, -4.63], [4.36, -1.42, -4.22], [7.27, -0.47, -3.85], [2.50, 1.25, -2.70], [1.77, 1.17, -1.42], [0.34, 1.23, -1.42], [-0.19, 2.39, -2.10], [-1.17, 3.30, -1.47], [-1.65, 3.01, -0.01], [-2.40, 1.60, 0.10], [-3.97, 1.72, 0.21], [-4.63, 0.92, -1.00], [-4.72, -0.63, -0.75], [-3.35, -1.40, -0.84], [-2.63, -1.33, -2.24], [-3.55, -1.76, -3.47], [-3.83, -0.50, -4.43], [-1.68, 4.46, -2.23], [-2.69, 5.49, -1.62], [-3.97, 6.20, -2.98], [-1.88, 6.76, -1.11], [-1.20, 6.54, 0.31], [-1.25, 4.71, -3.62], [-0.29, 3.81, -4.26], [0.21, 4.21, -6.00], [0.19, 5.71, -6.09], [-0.76, 3.52, -7.15], [1.80, 3.78, -6.26], [0.21, 2.67, -3.49], [1.43, 1.49, -4.17], [1.39, 4.24, 1.56], [0.46, 3.04, 2.76], [3.34, 2.44, 2.41], [0.78, 0.98, 1.17], [2.16, 0.01, 1.78], [4.38, 0.68, 3.17], [5.84, 0.97, -1.71], [5.47, 1.97, -4.24], [3.93, 1.52, -5.04], [5.35, -0.23, -5.75], [3.42, -1.48, -4.84], [4.97, -2.34, -4.49], [4.15, -1.49, -3.13], [-0.07, 1.10, -0.50], [-0.78, 3.04, 0.71], [-2.38, 3.78, 0.36], [-2.19, 1.05, -0.86], [-1.93, 0.99, 0.91], [-4.31, 1.18, 1.14], [-4.36, 2.77, 0.29], [-5.70, 1.28, -1.12], [-4.10, 1.13, -1.96], [-5.37, -1.06, -1.58], [-5.21, -0.93, 0.21], [-2.64, -1.08, -0.03], [-3.57, -2.50, -0.65], [-2.16, -0.34, -2.47], [-1.79, -2.08, -2.21], [-2.94, -2.47, -4.10], [-4.52, -2.23, -3.15], [-3.24, 0.41, -4.14], [-3.55, -0.77, -5.48], [-4.93, -0.27, -4.36], [-3.33, 5.03, -0.83], [-1.09, 7.07, -1.84], [-2.57, 7.64, -0.99], [-1.45, 7.35, 1.04], [-0.08, 6.52, 0.22], [-1.49, 5.56, 0.78], [-1.59, 5.59, -4.22], [-1.63, 3.96, -7.04], [2.36, 4.53, -5.98], [-1.13, -1.38, 2.87], [-1.40, -0.45, 2.12], [-0.41, -1.28, 4.01], [-0.13, -2.43, 4.84], [0.09, 0.02, 4.41], [-1.46, -2.41, 2.67], [-0.56, -2.27, 5.84], [0.95, -2.56, 4.92], [-0.57, -3.34, 4.41], [-0.75, 0.71, 4.54], [0.74, 0.41, 3.63], [0.64, -0.06, 5.34], [-1.70, -6.05, 3.12], [-1.69, -5.06, 3.83], [-2.09, -6.09, 1.83], [-2.07, -7.31, 1.05], [-2.55, -4.86, 1.20], [-1.37, -7.03, 3.50], [-1.42, -7.18, 0.19], [-3.09, -7.53, 0.71], [-1.71, -8.14, 1.66], [-1.75, -4.12, 1.23], [-3.41, -4.47, 1.74], [-2.83, -5.05, 0.16], [2.47, -5.03, 5.13], [2.20, -4.10, 4.39], [3.18, -4.93, 6.28], [3.46, -6.08, 7.11], [3.68, -3.63, 6.68], [2.13, -6.06, 4.92], [3.04, -5.92, 8.11], [4.54, -6.21, 7.19], [3.03, -6.98, 6.69], [2.84, -2.94, 6.81], [4.34, -3.24, 5.90], [4.24, -3.71, 7.62]], "lowdin_charge": [-0.02, -0.15, -0.16, -0.10, -0.34, 0.59, -0.40, 0.24, -0.10, -0.23, -0.23, -0.72, -0.17, 0.77, -0.33, -0.16, 0.09, -0.17, -0.04, -0.13, -0.18, -0.16, -0.20, -0.20, -0.20, -0.21, -0.23, -0.11, -0.17, -0.60, 0.66, -0.28, -0.10, -0.06, -0.22, 0.55, -0.32, -0.14, -0.19, -0.38, 0.98, 0.06, 0.07, 0.07, 0.08, 0.10, 0.04, 0.02, 0.11, 0.09, 0.08, 0.09, 0.06, 0.08, 0.09, 0.09, 0.08, 0.08, 0.07, 0.11, 0.10, 0.11, 0.10, 0.10, 0.11, 0.08, 0.10, 0.08, 0.11, 0.10, 0.09, 0.06, 0.06, 0.07, 0.08, 0.11, 0.09, 0.08, 0.07, 0.05, 0.07, 0.09, 0.09, -0.30, -0.03, -0.17, -0.05, -0.03, 0.12, 0.10, 0.06, 0.05, 0.10, 0.06, 0.09, -0.33, 0.00, -0.20, -0.06, -0.04, 0.13, 0.09, 0.09, 0.08, 0.08, 0.10, 0.09, -0.33, 0.00, -0.20, -0.06, -0.04, 0.13, 0.09, 0.09, 0.08, 0.09, 0.10, 0.09]}